Below is C19H46Cl2P2Sm as an isolated structure in a non-equilibrium geometry, with properties calculated with wB97M-V/def2-TZVPD.

The LUMO energy (alpha / beta) is 2.6 / 2.7 eV. As for the charge: -1. Its expectation value of S² is 8.90. For the highest occupied orbital energy (alpha / beta), the calculation gives -0.96 / -0.14 eV. As for the HOMO-LUMO gap (alpha / beta): 3.596 / 2.872 eV. As for the multiplicity: 6.

Last column: Löwdin spin population.
Geometry (Å):
Sm: -2.1832 -1.7918 1.4512  5.140
Cl: -2.8860 -1.5338 4.0509  -0.010
P: 1.3244 1.4622 -0.0950  -0.003
C: 2.3918 1.7931 1.4189  -0.003
C: 2.3987 1.3630 -1.5512  0.000
C: 0.2405 2.9608 -0.2041  -0.003
C: 2.7142 0.4665 2.1167  -0.009
H: 1.7234 2.3995 2.0471  -0.002
C: 3.6216 2.6280 1.1687  -0.001
H: 4.4105 2.0782 0.6439  0.000
H: 4.0510 2.8890 2.1499  0.000
H: 3.4486 3.5739 0.6510  0.000
H: 1.8374 -0.1101 2.4070  -0.005
H: 3.2611 0.6731 3.0278  -0.001
H: 3.3290 -0.1848 1.4884  -0.002
H: -0.1136 3.0810 0.8377  -0.003
C: -0.9683 2.6966 -1.0958  -0.004
C: 0.9934 4.2870 -0.5366  -0.001
H: 1.3946 4.7807 0.3687  0.000
H: 0.2490 4.9868 -0.9669  0.000
H: 1.8095 4.1299 -1.2649  0.000
H: -1.6501 1.9545 -0.6358  -0.004
H: -0.6883 2.2906 -2.0884  0.000
H: -1.5268 3.6280 -1.2532  -0.001
C: 3.2089 0.0473 -1.4452  -0.003
H: 3.0666 2.2457 -1.5153  0.000
C: 1.5756 1.3492 -2.8228  0.000
H: 3.9539 0.0192 -0.6502  0.000
H: 3.6746 -0.1522 -2.4015  0.000
H: 2.5024 -0.7589 -1.2612  -0.005
H: 0.8427 0.5609 -2.6929  0.000
H: 2.1965 1.0772 -3.6689  0.000
H: 1.0590 2.2792 -3.0569  0.000
Cl: -2.2541 -1.7019 -1.1707  -0.016
H: -0.4230 -0.9503 1.2784  -0.006
P: -3.3740 -4.1203 1.2124  0.000
C: -5.0700 -3.9261 2.0265  0.005
C: -3.6642 -5.2456 -0.1130  -0.003
C: -2.1237 -4.6379 2.4455  -0.002
C: -5.7816 -2.7810 1.3065  0.011
H: -4.8018 -3.5213 3.0247  0.000
C: -5.8327 -5.2640 2.1857  -0.001
H: -6.4520 -5.4686 1.2956  0.000
H: -6.5697 -5.0796 2.9842  0.000
H: -5.2252 -6.1026 2.4987  0.000
H: -5.4666 -1.7935 1.7847  0.008
H: -6.8788 -2.8981 1.3459  0.000
H: -5.5205 -2.7338 0.2697  0.002
H: -2.1272 -3.8719 3.2431  -0.002
C: -0.6882 -4.6609 1.8849  -0.016
C: -2.6722 -5.9732 2.9753  -0.006
H: -3.4031 -5.7759 3.8392  -0.002
H: -1.8129 -6.5773 3.3517  -0.002
H: -3.1413 -6.5432 2.1675  0.000
H: -0.1800 -3.6825 1.6898  -0.011
H: -0.6545 -5.2579 0.9660  -0.002
H: -0.0930 -5.2448 2.6049  -0.005
C: -4.5105 -4.6343 -1.2634  -0.001
H: -4.3057 -6.0009 0.3733  -0.001
C: -2.3922 -5.9326 -0.6298  -0.004
H: -5.5019 -4.2172 -0.9557  0.000
H: -4.6395 -5.4363 -2.0167  0.000
H: -3.9718 -3.8396 -1.7848  0.000
H: -1.6691 -5.1833 -0.9959  -0.002
H: -2.6940 -6.5233 -1.5191  0.000
H: -1.9210 -6.5889 0.1266  -0.001
C: -0.6293 0.0627 1.8771  -0.009
H: -0.8939 0.1264 3.0318  -0.002
H: -1.3067 0.8017 1.3877  -0.006
H: 0.3588 0.4308 1.7029  -0.001